1.
{
  "formula": "C33H38N4O4",
  "method": "ωB97M-V with the def2-TZVPD basis set",
  "e_lumo_ev": 0.072,
  "max_force_ev_per_a": 0.72,
  "mol_weight_g_mol": 554.69,
  "spin_multiplicity": 1,
  "smiles": "CCC(C)(C)[C@@H]1CCc2nc3ccccc3c(C(=O)O[C@@H](C)C(=O)Nc3c(C)n(C)n(-c4ccccc4)c3=O)c2C1",
  "orbital_gap_ev": 8.19,
  "e_homo_ev": -8.1,
  "charge": 0,
  "species": ["C", "H", "H", "C", "H", "H", "C", "C", "H", "H", "H", "C", "H", "H", "H", "C", "C", "C", "C", "C", "C", "C", "C", "C", "C", "N", "C", "C", "C", "H", "H", "H", "H", "H", "H", "H", "H", "C", "O", "O", "C", "C", "H", "H", "H", "H", "C", "O", "N", "C", "C", "N", "N", "C", "O", "C", "C", "C", "C", "C", "C", "H", "H", "H", "H", "H", "C", "H", "H", "H", "C", "H", "H", "H", "H", "H", "H", "H", "H"],
  "positions_angstrom": [[-0.8976, -1.3595, -2.1081], [-1.5450, -0.5751, -2.4939], [-0.9600, -2.2077, -2.7839], [-1.3547, -1.7367, -0.7028], [-1.2602, -0.8611, -0.0582], [-2.4201, -1.9785, -0.7475], [-0.6319, -2.9267, -0.0358], [-1.2305, -3.0871, 1.3663], [-2.2851, -3.3425, 1.2860], [-0.7364, -3.8796, 1.9227], [-1.1488, -2.1632, 1.9338], [-0.9231, -4.1996, -0.8409], [-0.6340, -5.0884, -0.2868], [-0.3857, -4.1966, -1.7854], [-1.9877, -4.2679, -1.0542], [0.8965, -2.6835, 0.0195], [1.3037, -1.5162, 0.9376], [2.7173, -1.1713, 0.5993], [3.1880, 0.0857, 0.2969], [4.5424, 0.2394, -0.1151], [5.1507, 1.4764, -0.4032], [6.4572, 1.5341, -0.8063], [7.2200, 0.3646, -0.9341], [6.6680, -0.8514, -0.6432], [5.3274, -0.9430, -0.2192], [4.8459, -2.1621, 0.0979], [3.6122, -2.2696, 0.4984], [3.1053, -3.6024, 0.9460], [1.7015, -3.9346, 0.4076], [1.8023, -4.5737, -0.4694], [1.1709, -4.5053, 1.1702], [3.0726, -3.5695, 2.0395], [3.8235, -4.3712, 0.6633], [7.2335, -1.7668, -0.7174], [8.2485, 0.4347, -1.2559], [6.9108, 2.4893, -1.0265], [4.5788, 2.3860, -0.3067], [2.3194, 1.2791, 0.4975], [1.7572, 1.5289, 1.5362], [2.2313, 2.0481, -0.5924], [1.5589, 3.3068, -0.4415], [1.4885, 3.9655, -1.8122], [0.8999, 3.3592, -2.4967], [2.4892, 4.0800, -2.2213], [1.0250, 4.9433, -1.7163], [2.1328, 3.9279, 0.2586], [0.1564, 3.1444, 0.1611], [-0.2902, 3.9217, 0.9728], [-0.5130, 2.0796, -0.3366], [-1.7702, 1.6757, 0.1185], [-2.1798, 1.5151, 1.4093], [-3.4515, 0.9907, 1.4163], [-3.8747, 0.9142, 0.0894], [-2.8460, 1.2893, -0.7691], [-2.8864, 1.2424, -1.9861], [-4.9434, 0.0853, -0.2761], [-5.6656, 0.3752, -1.4289], [-6.7055, -0.4529, -1.8085], [-7.0404, -1.5574, -1.0426], [-6.3148, -1.8476, 0.1008], [-5.2621, -1.0375, 0.4838], [-4.6745, -1.2807, 1.3569], [-6.5613, -2.7162, 0.6937], [-7.8591, -2.1953, -1.3391], [-7.2622, -0.2295, -2.7060], [-5.3922, 1.2311, -2.0228], [-4.4323, 1.3934, 2.4009], [-4.0956, 1.0796, 3.3868], [-4.5807, 2.4775, 2.4020], [-5.3796, 0.9060, 2.1790], [-1.4298, 1.7860, 2.6571], [-0.3723, 1.5811, 2.5003], [-1.5084, 2.8420, 2.9164], [-1.8007, 1.1812, 3.4801], [-0.1694, 1.6098, -1.1635], [0.6547, -0.6533, 0.8027], [1.2419, -1.8269, 1.9830], [1.2082, -2.4120, -0.9945], [0.1249, -0.9866, -2.1130]],
  "atomic_forces_ev_per_a": [[-0.152, 0.019, 0.177], [0.018, 0.034, -0.085], [0.070, -0.104, -0.139], [0.199, -0.068, -0.083], [-0.084, 0.020, 0.090], [-0.080, 0.008, 0.104], [-0.136, 0.035, -0.031], [0.179, 0.006, -0.239], [-0.143, -0.021, 0.010], [0.030, -0.112, 0.131], [-0.016, 0.133, 0.122], [0.083, 0.214, 0.129], [0.051, -0.143, 0.032], [0.056, -0.055, -0.165], [-0.136, -0.032, -0.031], [-0.212, -0.105, 0.159], [-0.081, -0.022, -0.236], [0.142, 0.656, -0.089], [0.071, -0.558, 0.116], [0.127, -0.409, -0.054], [0.192, 0.187, -0.070], [-0.203, 0.180, 0.070], [0.056, -0.258, -0.007], [0.130, 0.193, -0.052], [-0.177, 0.679, -0.019], [-0.007, -0.550, 0.054], [0.202, 0.025, -0.024], [-0.068, -0.146, -0.042], [0.021, 0.078, -0.088], [-0.059, -0.069, 0.034], [-0.054, -0.066, -0.026], [0.013, -0.045, 0.026], [0.025, 0.068, 0.086], [0.049, -0.103, -0.001], [0.081, -0.027, -0.025], [0.006, 0.085, -0.004], [-0.009, 0.075, -0.018], [-0.125, -0.110, 0.510], [0.243, 0.034, -0.181], [0.019, -0.020, -0.469], [-0.155, 0.557, 0.279], [0.135, -0.272, 0.253], [-0.060, -0.022, -0.093], [0.058, 0.035, -0.037], [-0.048, 0.071, 0.010], [-0.185, -0.164, -0.074], [0.442, 0.129, -0.193], [-0.016, 0.150, 0.058], [-0.403, -0.427, -0.270], [-0.327, 0.094, 0.474], [0.196, -0.196, -0.659], [0.267, -0.510, -0.043], [0.052, 0.466, 0.098], [0.159, 0.313, 0.251], [0.049, -0.054, -0.222], [-0.282, -0.411, -0.033], [0.103, 0.089, 0.051], [-0.018, -0.040, 0.029], [-0.057, -0.085, -0.023], [-0.078, -0.036, -0.010], [0.116, 0.092, -0.021], [0.061, 0.011, 0.070], [-0.018, -0.062, 0.047], [-0.070, -0.053, -0.028], [-0.039, 0.031, -0.078], [0.018, 0.087, -0.033], [-0.201, 0.323, 0.079], [-0.018, -0.020, -0.030], [-0.050, 0.003, -0.018], [0.064, 0.000, 0.069], [-0.093, 0.107, 0.088], [-0.005, -0.014, 0.004], [0.012, 0.031, 0.049], [-0.002, -0.073, 0.059], [0.086, 0.045, 0.100], [-0.064, 0.020, 0.078], [-0.099, 0.026, 0.099], [-0.015, 0.022, 0.020], [0.162, 0.032, -0.067]],
  "lowdin_charge": [-0.07, 0.06, 0.07, -0.20, 0.09, 0.12, -0.51, -0.04, 0.08, 0.08, 0.08, -0.05, 0.08, 0.08, 0.09, -0.26, -0.07, -0.08, 0.01, -0.08, -0.02, -0.08, -0.08, -0.01, -0.21, 0.18, -0.22, -0.10, -0.14, 0.12, 0.11, 0.13, 0.12, 0.11, 0.10, 0.10, 0.11, -0.43, 0.15, 0.04, -0.25, 0.00, 0.09, 0.09, 0.10, 0.17, -0.45, 0.10, 0.18, -0.12, -0.18, -0.08, 0.05, -0.38, 0.05, -0.20, 0.00, -0.07, -0.09, -0.08, -0.04, 0.11, 0.10, 0.10, 0.11, 0.11, -0.01, 0.09, 0.10, 0.08, 0.01, 0.07, 0.10, 0.08, 0.16, 0.11, 0.14, 0.14, 0.07]
}

=====

2.
{
  "formula": "C33H57FeN3O5Si",
  "method": "ωB97M-V with the def2-TZVPD basis set",
  "e_lumo_ev": [0.438, 0.013],
  "max_force_ev_per_a": 2.51,
  "mol_weight_g_mol": 659.77,
  "spin_multiplicity": 5,
  "orbital_gap_ev": [8.13, 7.72],
  "e_homo_ev": [-7.7, -7.7],
  "charge": 0,
  "species": ["O", "O", "C", "C", "H", "H", "H", "H", "H", "C", "C", "H", "H", "H", "H", "H", "C", "C", "C", "H", "H", "H", "H", "H", "C", "H", "H", "H", "H", "H", "H", "N", "C", "C", "C", "C", "H", "H", "H", "C", "H", "H", "H", "N", "C", "C", "C", "C", "H", "C", "H", "C", "H", "C", "C", "C", "C", "C", "C", "H", "C", "H", "C", "H", "C", "C", "Fe", "H", "H", "H", "H", "H", "H", "H", "H", "H", "H", "H", "H", "H", "C", "Si", "H", "H", "C", "C", "C", "H", "H", "H", "H", "H", "H", "H", "H", "H", "O", "N", "O", "O"],
  "positions_angstrom": [[1.6845, 2.0966, 1.0369], [3.8342, -0.9499, -4.2491], [1.2936, 2.9120, -0.1876], [1.8140, 4.3773, -0.1616], [0.1894, 2.8846, -0.2381], [1.6981, 2.4074, -1.0925], [1.2601, 4.9587, 0.5983], [1.6402, 4.8860, -1.1255], [2.8846, 4.4393, 0.0888], [2.8501, 1.2387, 0.7821], [3.6909, 1.4621, -0.4899], [2.4802, 0.2240, 0.7785], [3.5157, 1.3665, 1.6658], [3.3514, 0.8949, -1.3836], [4.6700, 1.0181, -0.2608], [3.8009, 2.5118, -0.7716], [3.6427, -1.9800, -3.2776], [2.7076, -0.6900, -5.0800], [4.9088, -2.0646, -2.4487], [3.4475, -2.9578, -3.7465], [2.7815, -1.7128, -2.6427], [5.8062, -2.1077, -3.0693], [4.9056, -2.9610, -1.8331], [4.9695, -1.1855, -1.8014], [3.1853, -0.1277, -6.4187], [2.0932, 0.0816, -4.5721], [2.0838, -1.5918, -5.2792], [3.7238, 0.8156, -6.2755], [2.3195, 0.0667, -7.0565], [3.8257, -0.8355, -6.9592], [-1.3068, -0.9302, -1.5355], [-1.9671, 1.1635, 1.6172], [-3.1395, 0.5643, 1.7667], [-3.2736, -0.8139, 1.5886], [-2.2055, -1.7203, 1.5764], [-4.3750, 1.3612, 2.1600], [-4.6335, 2.1355, 1.4224], [-4.2042, 1.8491, 3.1344], [-5.2335, 0.6821, 2.2551], [-2.5398, -3.1923, 1.4712], [-2.5178, -3.7149, 2.4413], [-1.8250, -3.7145, 0.8296], [-3.5320, -3.4008, 1.0623], [-0.9399, -1.3467, 1.7871], [-1.8539, 2.5552, 1.6571], [-2.1773, 3.3682, 0.5562], [-2.7742, 2.8103, -0.6908], [-1.8682, 4.7144, 0.6329], [-2.1104, 5.3399, -0.2146], [-1.2382, 5.2501, 1.7687], [-1.0036, 6.3052, 1.7874], [-0.9674, 4.4527, 2.8733], [-0.5238, 4.8636, 3.7871], [-1.3091, 3.1073, 2.8415], [-1.0429, 2.2337, 4.0314], [-0.0827, -2.3175, 2.3424], [0.8406, -3.0079, 1.5144], [0.7627, -2.8971, 0.0217], [1.8134, -3.7942, 2.1172], [2.5193, -4.3195, 1.4728], [1.8678, -3.9479, 3.5045], [2.6335, -4.5765, 3.9506], [0.8829, -3.3642, 4.3070], [0.8694, -3.5353, 5.3822], [-0.1180, -2.5782, 3.7409], [-1.2395, -2.0672, 4.5802], [0.0912, 0.7234, 2.2924], [-2.0225, 2.3408, -1.3396], [-3.2148, 3.6344, -1.2565], [-3.5605, 2.0784, -0.4908], [-1.6356, 1.2932, 4.0188], [-1.2373, 2.7680, 4.9752], [0.0408, 2.0057, 4.1044], [1.4837, -3.5944, -0.4228], [0.9765, -1.8878, -0.3662], [-0.2347, -3.1758, -0.3448], [-1.5522, -1.0500, 4.3068], [-0.9638, -2.0554, 5.6389], [-2.1181, -2.7153, 4.4530], [-4.2812, -1.1954, 1.4766], [-0.8252, -0.4728, -2.4045], [-2.0158, -1.0758, -3.6929], [-0.8118, 0.6110, -2.2326], [0.2056, -0.8185, -2.2582], [-2.2989, 0.2444, -5.0746], [-3.3924, -1.1227, -2.3658], [-1.1546, -2.8008, -3.7898], [-0.0497, -2.6515, -3.7126], [-1.3390, -3.4998, -4.6288], [-1.4338, -3.3252, -2.8425], [-2.4981, 1.1856, -4.5104], [-3.1504, 0.1118, -5.7649], [-1.3853, 0.4343, -5.6714], [-3.2617, -0.2170, -1.7563], [-3.1578, -1.9310, -1.6527], [-4.4687, -1.1580, -2.5872], [2.4679, -0.6365, 5.3551], [1.5050, 0.0632, 4.9989], [0.4705, 0.2174, 5.6786], [1.5766, 0.6774, 3.7963]],
  "atomic_forces_ev_per_a": [[-0.341, 0.500, -1.934], [-0.178, -0.649, -0.205], [0.204, -0.236, 0.232], [-0.425, -0.305, 0.777], [0.620, 0.039, 0.177], [-0.471, 0.181, 0.751], [0.302, -0.317, -0.268], [0.057, -0.448, 0.237], [-0.346, -0.143, -0.176], [0.592, 0.501, 0.556], [-0.081, -0.653, -0.132], [0.004, -0.482, 0.075], [-0.621, -0.084, -0.519], [-0.172, 0.436, 0.551], [-0.095, 0.373, -0.059], [0.223, -0.184, 0.186], [0.139, 0.315, -0.165], [-0.039, 0.328, -0.158], [-0.079, 0.224, 0.152], [-0.124, 0.288, -0.156], [0.070, -0.206, -0.046], [-0.181, 0.075, -0.108], [-0.101, -0.030, 0.161], [0.177, -0.129, -0.021], [-0.037, -0.061, 0.111], [-0.080, -0.453, -0.194], [0.430, 0.339, 0.402], [-0.025, -0.220, -0.030], [0.000, 0.070, 0.058], [-0.050, 0.123, 0.270], [0.190, 0.346, 0.279], [0.739, -0.144, 0.104], [0.066, -0.034, -0.328], [-0.139, 0.106, -0.257], [0.395, 0.371, 0.459], [-0.072, -0.131, -0.192], [0.164, -0.134, 0.285], [-0.030, -0.099, -0.372], [0.285, 0.241, 0.003], [-0.036, -0.642, 0.086], [0.170, 0.355, -0.181], [0.008, 0.098, 0.140], [0.032, 0.450, -0.006], [-0.278, 0.460, 0.328], [-0.138, 0.819, 0.871], [0.332, -0.138, 0.506], [-0.245, 0.010, -0.395], [0.400, 0.177, 0.702], [0.039, 0.192, -0.005], [-0.320, -0.038, -0.272], [0.053, 0.056, 0.027], [-0.149, 0.280, -0.129], [-0.143, -0.044, -0.419], [-0.214, 0.045, -0.602], [0.132, 0.031, 0.558], [1.011, -1.148, 0.083], [-0.295, 0.672, 0.757], [0.138, -0.050, -0.358], [0.044, -0.230, 0.284], [-0.048, 0.100, 0.223], [-0.372, 0.008, -0.075], [-0.072, 0.158, -0.047], [0.226, -0.244, -0.446], [0.082, 0.056, -0.201], [0.423, 0.116, -0.877], [-0.389, 0.318, 0.310], [-0.890, -1.221, -0.400], [-0.109, -0.059, 0.204], [-0.038, -0.122, -0.067], [0.166, -0.007, -0.088], [0.394, 0.619, 0.200], [-0.110, -0.211, -0.331], [-0.648, 0.067, 0.209], [-0.132, 0.185, -0.020], [-0.097, -0.235, 0.226], [0.221, 0.159, -0.001], [0.092, -0.255, 0.036], [-0.072, -0.026, -0.197], [0.078, 0.149, 0.085], [0.117, -0.103, 0.170], [1.030, 0.809, 1.123], [0.415, -0.179, 0.844], [-0.141, -0.086, 0.057], [0.007, 0.057, -0.872], [0.120, -0.042, 0.281], [-0.964, 0.059, -0.140], [0.010, -0.505, -0.445], [-0.837, 0.030, -0.258], [-0.046, 0.366, 0.424], [0.037, 0.386, -0.676], [0.110, -0.589, -0.250], [0.397, -0.191, 0.343], [-0.415, -0.229, 0.274], [-0.013, -0.009, -0.271], [-0.114, 0.052, -0.386], [0.303, -0.229, -0.237], [-1.716, 1.623, -0.846], [0.122, -0.935, 0.356], [1.542, -0.075, -1.096], [-0.185, -0.830, 0.384]],
  "lowdin_charge": [-0.22, -0.17, -0.18, -0.06, 0.09, 0.10, 0.06, 0.09, 0.07, -0.22, -0.08, 0.09, 0.13, 0.08, 0.08, 0.07, -0.28, -0.29, -0.07, 0.12, 0.10, 0.08, 0.07, 0.06, -0.08, 0.12, 0.12, 0.08, 0.07, 0.08, 0.01, 0.02, -0.34, -0.05, -0.33, 0.00, 0.08, 0.10, 0.08, -0.01, 0.09, 0.07, 0.08, 0.04, -0.25, -0.25, -0.03, -0.05, 0.11, -0.09, 0.10, -0.04, 0.12, -0.22, -0.07, -0.24, -0.22, -0.05, -0.05, 0.11, -0.07, 0.10, -0.05, 0.12, -0.22, -0.05, 0.99, 0.07, 0.08, 0.07, 0.08, 0.11, 0.05, 0.08, 0.06, 0.06, 0.06, 0.08, 0.08, 0.10, -0.22, 0.55, 0.02, 0.01, -0.18, -0.19, -0.19, 0.01, 0.02, 0.03, 0.03, 0.02, 0.02, 0.01, 0.03, 0.03, 0.04, -0.48, 0.01, -0.19]
}

=====

3.
{
  "formula": "C3H9N3O3",
  "method": "ωB97M-V with the def2-TZVPD basis set",
  "e_lumo_ev": 0.483,
  "max_force_ev_per_a": 5.46,
  "mol_weight_g_mol": 135.12,
  "spin_multiplicity": 1,
  "smiles": "CN(CCO)N(O)N=O",
  "orbital_gap_ev": 9.86,
  "e_homo_ev": -9.4,
  "charge": 0,
  "species": ["C", "C", "C", "H", "H", "H", "H", "H", "H", "H", "H", "H", "N", "N", "N", "O", "O", "O"],
  "positions_angstrom": [[0.7146, 1.9324, -0.0680], [-1.0035, 0.3268, 0.0851], [-1.3797, -1.3047, 0.1194], [1.4446, 2.7035, 0.5577], [-0.3155, 2.7667, -0.2275], [1.3175, 1.5984, -1.1427], [-1.9296, 1.0396, 0.2334], [-1.0621, 0.5084, -0.9942], [-0.9394, -1.7610, 1.1969], [-0.7839, -2.0821, -0.6470], [-3.4219, -0.3350, -0.2266], [2.1019, -1.7344, 0.6408], [0.2191, 0.6968, 0.6079], [1.2553, -0.2187, 0.2871], [2.0943, -0.4613, -0.7806], [-2.7464, -1.1716, -0.2973], [1.6283, -1.1017, 1.2323], [2.8064, -1.4022, -0.5766]],
  "atomic_forces_ev_per_a": [[-0.088, 4.189, -1.471], [-3.521, -2.557, -3.290], [1.697, 1.989, 1.052], [-1.659, -2.717, -1.241], [3.156, -2.935, 0.071], [-2.241, 1.462, 2.984], [1.922, -1.493, 1.522], [0.724, -0.253, -0.578], [-2.384, 1.144, -2.263], [-1.742, 2.667, 1.453], [3.648, -2.774, 0.547], [0.618, -0.650, 0.381], [4.182, 2.015, -0.044], [2.039, -2.265, -0.059], [-2.943, 3.497, -1.093], [-2.432, -0.310, -0.023], [-2.377, 0.368, 2.674], [1.400, -1.378, -0.621]],
  "lowdin_charge": [-0.11, -0.25, -0.21, 0.11, 0.15, 0.13, 0.14, 0.09, 0.14, 0.16, 0.18, 0.03, -0.15, -0.21, -0.02, -0.19, 0.02, -0.03]
}

=====

4.
{
  "formula": "C4H5N3O",
  "method": "ωB97M-V with the def2-TZVPD basis set",
  "e_lumo_ev": 0.855,
  "max_force_ev_per_a": 5.53,
  "mol_weight_g_mol": 111.10,
  "spin_multiplicity": 1,
  "smiles": "O=c1[nH]cn[nH]1.C#C",
  "orbital_gap_ev": 9.59,
  "e_homo_ev": -8.7,
  "charge": 0,
  "species": ["C", "C", "C", "C", "N", "N", "N", "O", "H", "H", "H", "H", "H"],
  "positions_angstrom": [[1.6196, 0.9732, 0.3486], [0.6768, -1.0153, -0.1790], [-2.4138, 0.5007, 0.5162], [-2.3476, -0.3980, -0.2657], [1.2121, -0.1696, 0.9185], [1.4906, 0.9826, -0.9425], [0.9507, -0.2028, -1.2042], [0.2047, -2.0694, -0.0124], [1.7802, 1.9120, 0.9287], [-2.2462, 1.5519, 0.8134], [1.0108, -0.3438, 1.9287], [-2.7216, -1.3113, -0.6051], [0.7836, -0.4102, -2.2452]],
  "atomic_forces_ev_per_a": [[-0.190, 2.476, 0.569], [2.097, 3.452, 2.906], [1.058, 3.397, 0.284], [-1.003, -0.967, 0.398], [-1.115, -1.544, 0.344], [0.678, 1.474, 1.327], [-0.892, -1.919, -5.111], [-1.532, -3.316, -0.396], [0.423, -1.084, -0.638], [-0.385, -1.375, 0.196], [0.353, 0.239, -1.662], [0.282, -0.986, -0.861], [0.225, 0.154, 2.644]],
  "lowdin_charge": [-0.24, -0.58, 0.00, -0.02, 0.13, 0.03, 0.02, 0.08, 0.13, 0.04, 0.17, 0.02, 0.20]
}